Here is a molecular structure, C12H21N3OS2 at a distorted geometry from the Open Molecules 2025 dataset. Energies are from ωB97M-V/def2-TZVPD.

Its HOMO energy is -8.550 eV. The gap between HOMO and LUMO is 9.08 eV. The multiplicity is 1. As for the charge: 0. For the LUMO energy, the calculation gives 0.528 eV.

Element x y z (Å)
C (5.80, -1.07, -2.53)
C (4.90, -1.93, -1.65)
C (4.20, -1.10, -0.58)
C (3.29, -1.96, 0.30)
C (2.60, -1.14, 1.38)
C (1.68, -1.98, 2.25)
H (1.25, -1.38, 3.06)
H (2.21, -2.84, 2.67)
S (0.28, -2.69, 1.32)
C (-0.75, -1.31, 1.20)
N (-0.44, -0.15, 1.72)
S (-1.64, 0.92, 1.44)
C (-2.57, -0.31, 0.59)
N (-1.93, -1.44, 0.56)
N (-3.79, -0.17, 0.02)
C (-4.67, 0.90, -0.06)
O (-5.73, 0.73, -0.60)
C (-4.20, 2.20, 0.55)
C (-5.20, 3.33, 0.32)
C (-5.19, 3.81, -1.12)
H (-5.48, 3.00, -1.79)
H (-4.20, 4.16, -1.41)
H (-5.90, 4.63, -1.25)
H (-6.20, 2.98, 0.58)
H (-4.94, 4.16, 0.99)
H (-4.06, 2.03, 1.62)
H (-3.23, 2.46, 0.13)
H (-4.14, -1.02, -0.40)
H (3.34, -0.67, 2.02)
H (2.01, -0.34, 0.92)
H (3.89, -2.74, 0.78)
H (2.54, -2.46, -0.32)
H (3.60, -0.33, -1.06)
H (4.94, -0.61, 0.04)
H (4.16, -2.43, -2.27)
H (5.50, -2.71, -1.17)
H (6.57, -0.58, -1.93)
H (6.30, -1.68, -3.28)
H (5.22, -0.30, -3.03)

Here is a molecular structure, C12H21N5O3Pd from the Open Molecules 2025 dataset. Energies are from ωB97M-V/def2-TZVPD.

Its HOMO energy is -6.536 eV. The gap between HOMO and LUMO is 7.05 eV. The multiplicity is 1. As for the charge: 0. For the LUMO energy, the calculation gives 0.514 eV.

Element x y z (Å)
Pd (-0.37, 0.78, -0.84)
C (3.38, 0.35, 1.34)
C (1.93, 0.62, 1.04)
N (1.52, 0.66, -0.20)
O (2.46, 0.14, -1.14)
C (1.03, 0.87, 2.11)
C (1.51, 1.25, 3.48)
N (-0.27, 0.71, 1.84)
O (-1.10, 0.93, 2.76)
H (3.77, -0.44, 0.71)
H (3.50, 0.08, 2.38)
H (3.97, 1.25, 1.15)
H (2.34, 0.72, -1.90)
H (2.38, 1.91, 3.45)
H (1.77, 0.38, 4.10)
H (0.69, 1.77, 3.98)
N (-3.80, 2.70, -2.02)
C (-2.54, 2.29, -1.78)
O (-2.32, 1.09, -1.54)
C (-1.41, 3.26, -1.84)
C (-0.31, 2.79, -0.88)
H (-4.55, 2.03, -1.96)
H (-4.00, 3.67, -2.17)
H (-1.75, 4.28, -1.66)
H (-1.05, 3.21, -2.87)
H (-0.52, 3.11, 0.14)
H (0.66, 3.21, -1.16)
C (1.33, -4.51, -1.15)
C (0.34, -3.45, -0.82)
C (-0.88, -3.50, -0.18)
C (-1.34, -2.17, -0.12)
N (-0.47, -1.37, -0.72)
N (0.54, -2.16, -1.14)
C (-2.57, -1.61, 0.52)
H (0.95, -5.48, -0.83)
H (2.27, -4.34, -0.64)
H (1.53, -4.56, -2.22)
H (-1.36, -4.37, 0.22)
H (1.38, -1.71, -1.49)
H (-2.95, -2.30, 1.27)
H (-3.35, -1.43, -0.22)
H (-2.33, -0.66, 1.01)

no.,E_tot (eV)
1,-40974.2090
2,-29854.5144